C42H48As3Cl2N5O10Ti as an isolated structure, computed with wB97M-V/def2-TZVPD.

Summary:
ΔE to the lowest compared entry with this formula, charge and spin = 99.1 kJ/mol
HOMO (alpha / beta) = -0.5 / -3.1 eV
HOMO-LUMO gap (alpha / beta) = 4.68 / 7.29 eV
LUMO energy (alpha / beta) = 4.19 / 4.18 eV
<S²> = 2.02
F_max = 5.458 eV/A
E = -302943.786 eV
Spin multiplicity = 3
Net charge = -2

```
111
Properties=species:S:1:pos:R:3:forces:R:3
Ti -0.2637 -0.3049 -0.3138 0.7 1.9 2.9
C 0.3849 3.2006 3.1276 -0.2 -0.4 -0.2
As 0.3596 2.2506 1.3537 0.6 1.7 0.4
C 2.3037 2.5574 1.0850 0.0 -0.1 -0.1
C -0.1111 3.8550 0.2143 0.2 -0.1 0.0
C -1.5826 4.2194 -0.0166 -0.2 -0.1 0.1
C -2.3735 4.0624 1.2840 0.2 -0.1 -0.2
C -2.2061 3.3623 -1.1167 0.2 -0.4 -0.1
As -2.2373 1.3506 -0.9371 -1.9 1.8 -0.5
C -3.9610 1.2538 0.0420 0.3 -0.1 0.1
C -3.1133 1.0946 -2.6993 0.3 -0.1 0.0
C -1.7060 5.7048 -0.4217 0.1 0.0 -0.1
As -1.1211 6.4887 -2.1654 -0.1 0.1 0.0
C 0.3848 5.4045 -2.8194 -0.1 0.0 0.0
C -2.5145 5.8007 -3.3995 0.1 0.0 0.0
H 0.9499 4.1364 3.1058 0.0 -0.1 -0.2
H 0.8554 2.5081 3.8256 0.0 0.0 0.0
H -0.6276 3.3883 3.4738 -0.1 0.0 0.0
H 2.5668 3.6128 1.1935 -0.1 0.0 0.0
H 2.5949 2.2178 0.0947 0.0 0.0 -0.1
H 2.8629 1.9808 1.8193 -0.1 0.0 0.1
H 0.3471 3.6186 -0.7475 0.1 0.1 0.0
H 0.4129 4.7257 0.6307 0.0 -0.1 0.1
H -2.2516 3.0488 1.6692 -0.2 0.0 0.2
H -3.4346 4.2559 1.1194 -0.1 0.0 0.0
H -2.0058 4.7716 2.0259 0.0 0.0 0.2
H -1.6412 3.5124 -2.0358 -0.1 -0.1 0.0
H -3.2417 3.6910 -1.2870 0.1 -0.2 0.0
H -4.6344 2.0701 -0.2336 0.2 0.0 -0.1
H -3.7746 1.2816 1.1111 0.0 0.0 0.2
H -4.4272 0.3054 -0.2113 -0.1 0.0 0.0
H -3.9466 1.7933 -2.8432 0.2 -0.1 0.2
H -3.4896 0.0713 -2.7460 -0.1 0.1 0.0
H -2.3832 1.2276 -3.4968 0.0 0.0 0.1
H -1.1961 6.3048 0.3451 0.0 0.0 -0.2
H -2.7667 5.9899 -0.3630 0.1 0.0 -0.1
H 1.2409 5.5072 -2.1548 0.0 0.0 0.1
H 0.6769 5.7800 -3.8020 -0.1 0.1 0.0
H 0.1328 4.3532 -2.9192 0.0 -0.1 0.0
H -3.5007 5.9099 -2.9493 0.0 0.0 0.1
H -2.3536 4.7567 -3.6494 0.0 -0.1 0.0
H -2.5032 6.3822 -4.3235 0.1 0.1 0.1
C -4.3864 -2.1220 1.1025 0.0 0.0 0.0
C -3.7359 -2.3431 -0.2170 -0.3 -0.1 0.1
N -2.7604 -1.6322 -0.7145 0.3 -0.3 -0.9
C -2.4152 -2.2057 -1.9188 -2.1 -1.4 1.0
C -3.2773 -3.2900 -2.1789 0.7 1.8 1.6
N -4.0955 -3.3478 -1.0562 0.6 0.1 -0.8
C -3.4906 -4.1822 -3.2840 -0.5 -1.6 -1.7
O -2.7034 -4.0384 -4.3597 -0.4 0.0 0.8
O -4.3845 -5.0356 -3.2579 0.9 1.0 0.1
C -1.2419 -1.7481 -2.6245 1.9 0.8 -1.4
O -0.9694 -2.1715 -3.7756 -0.5 0.1 1.0
O -0.5154 -0.8760 -1.9999 -1.8 -2.8 -4.3
H -3.9124 -1.2806 1.6030 0.0 0.0 0.0
H -4.2658 -3.0053 1.7313 0.0 0.0 0.0
H -5.4520 -1.9165 0.9803 0.0 0.0 0.0
H -4.8135 -4.0433 -0.9487 -0.1 0.0 0.1
H -2.0079 -3.3143 -4.2061 0.0 0.0 0.1
Cl 3.3757 1.3207 -2.7109 0.6 0.1 0.2
C 1.8405 0.6807 -3.2883 -0.4 -0.3 0.4
Cl 1.6062 1.0970 -4.9691 0.1 -0.1 -0.7
C 0.7145 1.2933 -2.4203 0.2 0.8 -1.2
O -0.1567 1.9525 -2.9665 -0.1 0.0 -0.1
O 0.8605 1.1076 -1.1861 0.5 0.1 0.4
H 1.8722 -0.4056 -3.1731 -0.1 0.3 0.0
O -2.1646 1.1902 2.7876 0.0 0.0 0.3
C -1.7476 0.0312 2.5998 -0.3 0.4 0.0
N -1.2560 -0.4237 1.4034 -0.6 -0.3 1.3
C -0.9209 -1.7334 1.5026 -0.3 -0.4 0.6
O -0.4158 -2.2525 0.4388 -0.1 -0.8 -0.1
C -1.1987 -2.2170 2.8158 -0.2 0.3 0.0
C -1.0485 -3.4354 3.4784 0.1 -0.2 0.0
C -1.4042 -3.5184 4.8056 0.1 -0.3 -0.1
C -1.9179 -2.4075 5.4974 -0.1 0.1 0.2
C -2.0788 -1.1931 4.8599 -0.1 0.0 0.1
C -1.7278 -1.0872 3.5264 0.2 -0.3 -0.4
H -0.6499 -4.2929 2.9538 0.1 -0.1 0.0
H -1.2685 -4.4505 5.3416 0.0 -0.1 0.0
H -2.1747 -2.5132 6.5440 0.0 0.0 0.1
H -2.4588 -0.3283 5.3866 0.0 0.1 0.0
O 1.6580 0.0031 2.8865 0.0 -0.1 0.2
C 2.0921 -0.5925 1.9186 0.2 0.2 0.6
N 3.2591 -1.3423 1.9416 0.4 -0.1 -0.1
C 3.4484 -2.0509 0.6939 -0.3 0.2 0.0
C 2.2642 -1.4309 -0.1214 0.8 -0.2 0.0
O 2.0583 -1.6593 -1.2993 0.0 -0.3 -0.1
N 1.5865 -0.5903 0.6554 0.1 0.0 0.0
C 3.2871 -3.5434 0.8873 0.1 -0.3 0.0
C 2.0167 -4.0851 1.0660 0.1 0.1 -0.1
C 1.8611 -5.4411 1.2868 0.0 -0.1 0.0
C 2.9656 -6.2787 1.3321 0.0 0.0 0.0
C 4.2321 -5.7409 1.1789 0.1 -0.2 0.1
C 4.3948 -4.3842 0.9666 -0.1 0.2 0.0
C 4.6991 -1.6678 -0.0542 0.3 0.1 -0.1
C 4.9242 -2.2134 -1.3176 0.0 0.0 0.1
C 6.0322 -1.8396 -2.0524 0.1 -0.1 -0.1
C 6.9371 -0.9237 -1.5410 0.1 0.1 0.1
C 6.7139 -0.3732 -0.2911 0.2 0.0 -0.1
C 5.5999 -0.7356 0.4451 -0.2 -0.2 0.1
H 3.6162 -1.6918 2.8161 -0.2 0.0 0.0
H 1.1411 -3.4532 0.9964 -0.1 0.1 0.0
H 0.8684 -5.8473 1.4159 -0.1 0.0 0.0
H 2.8419 -7.3437 1.4790 0.0 0.0 0.0
H 5.1001 -6.3862 1.2258 0.1 0.0 0.0
H 5.3879 -3.9750 0.8456 0.1 0.0 0.0
H 4.2124 -2.9156 -1.7233 -0.1 -0.1 0.0
H 6.1991 -2.2693 -3.0298 0.0 0.0 -0.1
H 7.8107 -0.6379 -2.1110 0.0 0.0 -0.1
H 7.4158 0.3401 0.1184 0.0 0.1 0.0
H 5.4184 -0.2938 1.4136 0.0 0.0 0.1
```
Positions in Å, forces in eV/Å.

=====

C42H48BBiBrF8N5PSbSi3 as an isolated structure, computed with wB97M-V/def2-TZVPD.

Summary:
HOMO = -8.1 eV
HOMO-LUMO gap = 6.92 eV
LUMO energy = -1.14 eV
F_max = 1.135 eV/A
E = -189547.663 eV

```
111
Properties=species:S:1:pos:R:3:forces:R:3
Bi -0.0553 0.6177 -0.2769 -0.6 0.1 0.1
C -2.4047 3.1958 2.4408 -0.1 0.0 -0.4
Sb -0.6529 3.4860 1.2039 0.3 0.9 0.5
C 0.4598 1.6763 1.6914 0.1 -0.1 -0.7
C 1.9185 2.0184 1.9140 0.2 0.1 0.1
C 2.2547 3.0289 2.8293 -0.1 0.0 0.0
C 3.5759 3.2267 3.1843 0.0 0.0 0.0
C 4.5568 2.4335 2.6083 0.0 0.0 0.0
C 4.1527 1.4836 1.6883 -0.1 -0.1 -0.2
N 2.8782 1.2793 1.3480 -0.2 -0.1 -0.1
Si -0.0485 0.5744 3.1674 -0.1 0.0 0.4
C -1.5663 -0.4617 2.8169 -0.1 0.1 -0.1
C -0.2903 1.6297 4.7061 0.0 0.0 0.0
C 1.3990 -0.5632 3.5166 0.0 -0.1 -0.1
C -0.1824 3.6933 -1.3804 -0.5 -0.6 0.8
C 1.2030 3.2270 -1.4649 0.8 -0.1 0.1
C 2.2742 4.1051 -1.7377 -0.2 0.0 -0.1
C 3.5359 3.6441 -2.0192 0.1 0.0 0.0
C 3.7860 2.2775 -2.0004 0.2 0.1 -0.1
C 2.7631 1.4572 -1.6197 -0.4 -0.1 0.0
N 1.5189 1.8990 -1.3383 0.1 0.6 -0.2
Si -0.3177 5.6100 -1.2764 0.2 0.4 0.2
C -1.9704 6.2778 -0.7014 -0.2 -0.4 -0.1
C 0.0755 6.4109 -2.9403 0.0 0.0 -0.1
C 0.9606 6.3265 -0.0549 0.0 0.0 0.0
Si -1.1250 3.1018 -2.9569 0.1 -0.1 -0.7
C -1.7147 1.3355 -3.2900 0.1 -0.1 0.6
C 0.1875 3.2978 -4.3102 0.1 0.1 0.0
C -2.5562 4.2227 -3.4090 -0.1 0.1 0.1
H -2.2283 3.8671 3.2869 0.1 -0.1 -0.1
H -2.5602 2.1746 2.7734 0.0 0.1 0.0
H -3.2805 3.5344 1.8917 0.0 0.0 0.2
H 1.4696 3.6353 3.2655 0.1 0.0 0.0
H 3.8452 3.9805 3.9142 -0.1 0.0 0.0
H 5.6031 2.5517 2.8611 -0.1 0.0 0.0
H 4.8815 0.8429 1.1931 -0.1 0.1 0.1
H -2.3840 0.0883 2.3436 0.1 -0.1 0.1
H -1.9371 -0.8872 3.7569 0.1 0.0 -0.1
H -1.2970 -1.2963 2.1568 -0.1 0.0 0.1
H -0.9896 2.4537 4.5560 0.0 -0.1 0.1
H 0.6657 2.0444 5.0410 -0.1 0.0 0.0
H -0.6768 1.0036 5.5177 0.0 0.0 -0.1
H 1.7962 -1.0009 2.5943 0.0 0.0 0.1
H 1.0762 -1.3820 4.1710 0.0 0.1 -0.1
H 2.2149 -0.0303 4.0175 -0.1 -0.1 -0.1
H 2.0743 5.1664 -1.7868 0.2 -0.2 0.0
H 4.3248 4.3418 -2.2744 0.0 0.0 0.0
H 4.7566 1.8688 -2.2468 -0.1 -0.1 0.0
H 2.9218 0.4001 -1.5302 0.0 -0.1 0.1
H -2.8096 5.9340 -1.3089 0.1 0.1 0.1
H -1.9327 7.3718 -0.7442 0.1 -0.1 0.0
H -2.1732 5.9847 0.3319 0.0 0.1 0.0
H -0.7633 6.3366 -3.6371 0.3 0.1 0.0
H 0.9492 5.9715 -3.4305 -0.1 0.2 0.1
H 0.2807 7.4749 -2.7794 0.0 -0.1 0.0
H 0.4418 6.8848 0.7291 0.0 0.0 0.0
H 1.6447 7.0204 -0.5598 -0.1 -0.1 0.0
H 1.5629 5.5609 0.4345 0.0 0.1 0.1
H -0.9027 0.5993 -3.3535 0.0 0.1 0.0
H -2.1796 1.3782 -4.2822 0.1 0.1 0.1
H -2.4814 0.9814 -2.5941 0.2 0.0 -0.2
H 1.0190 2.5966 -4.1579 -0.1 0.1 -0.1
H 0.6068 4.3078 -4.3516 -0.1 -0.3 -0.1
H -0.2507 3.0752 -5.2888 0.0 0.0 0.1
H -3.3427 4.2004 -2.6557 0.0 0.0 0.0
H -2.9873 3.8554 -4.3468 0.1 0.0 0.1
H -2.2493 5.2606 -3.5640 -0.2 -0.3 0.0
F -3.0282 -7.6399 2.6869 0.0 -0.2 0.1
C -2.8352 -6.5352 1.9840 0.0 0.0 0.0
C -3.8264 -6.0559 1.1591 0.0 0.0 0.0
F -4.9727 -6.7161 1.0622 -0.2 -0.1 0.0
C -3.6298 -4.8991 0.4307 0.2 0.1 -0.1
F -4.6459 -4.5488 -0.3579 -0.1 0.1 -0.1
C -2.4472 -4.1656 0.4867 0.2 0.1 0.3
P -2.1490 -2.5483 -0.4258 -0.3 -0.6 -0.2
C -1.8299 -3.2804 -2.0886 0.0 0.2 0.1
C -0.5382 -3.1451 -2.5929 -0.1 0.0 0.0
C -0.1890 -3.6867 -3.8250 0.0 0.0 0.0
C -1.1402 -4.3664 -4.5686 0.0 0.0 0.0
C -2.4327 -4.5095 -4.0747 -0.1 0.0 0.0
C -2.7785 -3.9758 -2.8414 0.0 -0.1 -0.1
C -3.8596 -1.9001 -0.5206 0.1 0.1 0.1
C -4.5426 -1.7276 0.6853 0.0 0.0 0.0
C -5.8254 -1.2067 0.6982 0.1 0.0 0.0
C -6.4352 -0.8359 -0.4938 0.0 0.0 0.0
C -5.7472 -0.9647 -1.6883 0.0 0.0 0.0
C -4.4581 -1.4832 -1.7033 0.0 0.0 0.0
C -1.4432 -4.7020 1.3151 -0.3 0.1 -0.2
Br 0.2641 -3.9235 1.4527 0.1 0.2 0.0
C -1.6390 -5.8571 2.0537 0.2 0.3 -0.1
F -0.6830 -6.3350 2.8447 0.1 -0.1 0.1
H 0.2033 -2.6233 -2.0048 0.0 0.0 0.0
H 0.8247 -3.5801 -4.1950 -0.1 0.0 0.0
H -0.8773 -4.7886 -5.5322 0.0 0.0 0.1
H -3.1775 -5.0449 -4.6533 0.0 0.0 0.0
H -3.7882 -4.0983 -2.4728 0.0 0.0 0.0
H -4.0665 -2.0117 1.6195 0.0 0.0 0.0
H -6.3500 -1.0866 1.6388 0.0 0.0 0.0
H -7.4385 -0.4271 -0.4852 0.1 0.0 0.0
H -6.2081 -0.6466 -2.6161 0.0 0.0 0.0
H -3.9230 -1.5552 -2.6421 0.0 0.0 0.0
F -2.7364 1.1179 0.5140 -0.2 0.1 -0.5
B -3.6721 1.9946 -0.1698 -0.1 0.1 0.0
F -2.9398 3.2284 -0.3558 -0.3 -0.3 -0.2
F -3.9956 1.4646 -1.4185 -0.1 0.3 0.6
F -4.7881 2.2155 0.6251 0.4 -0.1 -0.3
N 1.3634 -1.0253 -0.1883 0.5 -0.6 0.1
C 2.1911 -1.6567 -0.7496 0.4 0.3 -0.3
N 3.0169 -2.3910 -1.3195 -0.1 -0.5 0.1
C 4.0968 -2.2242 -2.0555 0.0 0.5 0.0
N 5.0338 -2.1068 -2.7279 -0.3 -0.1 0.3
```
Positions in Å, forces in eV/Å.